# C19H35BMgNO2P

C19H35BMgNO2P as an isolated structure in a non-equilibrium geometry (ωB97M-V/def2-TZVPD, the OMol25 dataset).

Properties
* gap between HOMO and LUMO (spin up / spin down): 4.712 / 4.711 eV
* E_HOMO (spin up / spin down): -4.8 / -4.8 eV
* maximum force: 5.4 eV/A

Positions of all 60 atoms, in Å:
1 C -1.9076 0.2776 -4.3467
2 C -1.5502 -0.7635 -3.4897
3 C -0.7600 -0.5298 -2.3419
4 C -0.3717 0.7697 -2.0203
5 C -0.6814 1.7911 -2.9168
6 C -1.4756 1.5655 -4.0571
7 C -0.3811 -1.6657 -1.4368
8 C 0.0786 -2.9135 -2.2294
9 N 1.3720 -2.8006 -2.8359
10 Mg 0.2220 1.1600 0.0285
11 C -0.2337 3.2073 -2.6646
12 P 0.9374 3.2593 -1.2385
13 H -1.8708 -1.7857 -3.7123
14 H -1.7115 2.4229 -4.6897
15 H -2.5506 0.0954 -5.2052
16 H -1.0873 3.8540 -2.4073
17 H 0.2507 3.6644 -3.5474
18 H 0.4105 -1.3943 -0.7071
19 H -1.2534 -1.9835 -0.8348
20 H 0.1171 -3.7573 -1.5261
21 C 1.3106 5.0304 -1.1664
22 C 2.4470 2.6176 -2.0557
23 H -0.6420 -3.1547 -3.0291
24 C 1.5765 -2.0806 -4.0497
25 C 2.5158 -3.2504 -2.1063
26 H -2.4730 0.6182 1.3082
27 H 2.3574 -2.5938 -4.6339
28 H 0.6449 -2.0368 -4.6212
29 H 1.9208 -1.0477 -3.8708
30 H 2.4715 -4.3397 -1.9407
31 H 3.4239 -3.0038 -2.6602
32 H 2.5739 -2.7943 -1.1034
33 H 2.7166 3.2688 -2.8983
34 H 3.2590 2.6014 -1.3147
35 H 2.2972 1.5900 -2.4155
36 H 1.7023 5.4003 -2.1197
37 H 0.4036 5.5806 -0.9052
38 H 2.0557 5.1806 -0.3788
39 H -2.0277 1.2692 1.2027
40 C -2.1607 -0.6550 5.5478
41 C -1.2627 0.0400 4.5263
42 C -0.4089 1.0632 5.2861
43 O -2.1150 0.7395 3.6077
44 B -1.5710 0.5286 2.3560
45 O -0.3764 -0.1856 2.3278
46 C -0.4235 -0.9189 3.5801
47 C 0.9750 -1.2381 4.0412
48 C -1.1279 -2.2661 3.3429
49 H -2.6952 -1.5166 5.1280
50 H -2.8846 0.0744 5.9398
51 H -1.5533 -1.0050 6.3977
52 H -1.0372 1.9054 5.6078
53 H -0.0041 0.6068 6.1966
54 H 0.4483 1.4471 4.7026
55 H 0.9392 -1.7629 5.0042
56 H 1.4324 -1.9255 3.3271
57 H 1.5925 -0.3454 4.1549
58 H -2.1607 -2.1869 2.9642
59 H -0.5302 -2.8617 2.6361
60 H -1.1635 -2.8662 4.2628

natural (NBO) atomic charge list, values in e, 4 entries: atom 1 (C): -0.217, atom 2 (C): -0.239, atom 3 (C): -0.076, atom 4 (C): -0.570

***

# C24H29N3O2

One molecule with the formula C24H29N3O2 (ωB97M-V/def2-TZVPD, the OMol25 dataset).

Properties
* gap between HOMO and LUMO: 8.904 eV
* energy relative to the best compared isomer or geometry (same formula, charge and spin): 0.8121 eV
* E_HOMO: -9.0 eV
* maximum force: 0.6 eV/A

Positions of all 58 atoms, in Å:
1 O -2.7847 0.4153 0.8543
2 C -2.2224 -0.2725 1.6904
3 C -0.8572 0.0758 2.1459
4 C 0.0683 -0.7810 2.5831
5 C 1.4500 -0.4262 2.8680
6 C 2.0969 0.6500 2.2567
7 C 3.4132 0.9188 2.5820
8 C 4.0493 0.0998 3.5047
9 N 3.4549 -0.9296 4.0845
10 C 2.2008 -1.1845 3.7722
11 N -2.7805 -1.3873 2.2145
12 C -3.9784 -1.9770 1.6657
13 C -3.6965 -3.3003 0.9380
14 C -2.5121 -3.2275 -0.0290
15 C -2.7273 -2.2514 -1.1850
16 C -1.4508 -1.9607 -1.9847
17 C -1.8057 -1.1496 -3.2366
18 C -0.5550 -0.7099 -3.9990
19 N 0.3114 0.0414 -3.1167
20 C 0.3571 1.3907 -3.2013
21 O -0.1073 2.0098 -4.1402
22 C 1.0356 2.0971 -2.0626
23 C 0.2722 2.5291 -0.9837
24 C 0.8637 3.2565 0.0349
25 C 2.2162 3.5539 -0.0153
26 C 2.9775 3.1255 -1.0897
27 C 2.3891 2.4045 -2.1148
28 C 0.7535 -0.7241 -1.9789
29 C -0.4465 -1.1660 -1.1429
30 H -0.6015 1.1103 1.9655
31 H -0.1758 -1.8221 2.7620
32 H 1.5846 1.2493 1.5186
33 H 3.9373 1.7398 2.1182
34 H 5.0802 0.2643 3.7881
35 H 1.7589 -2.0352 4.2770
36 H -2.2752 -1.9200 2.9034
37 H -4.3959 -1.2392 0.9789
38 H -4.7013 -2.1516 2.4692
39 H -4.5998 -3.5894 0.3990
40 H -3.4888 -4.0759 1.6803
41 H -2.3290 -4.2269 -0.4309
42 H -1.6242 -2.9365 0.5341
43 H -3.0989 -1.3012 -0.8024
44 H -3.4863 -2.6594 -1.8566
45 H -0.9882 -2.9067 -2.2925
46 H -2.4440 -1.7389 -3.8968
47 H -2.3598 -0.2586 -2.9344
48 H -0.8205 -0.0616 -4.8356
49 H -0.0075 -1.5811 -4.3748
50 H -0.7834 2.3023 -0.9456
51 H 0.2651 3.6012 0.8664
52 H 2.6733 4.1250 0.7800
53 H 4.0309 3.3607 -1.1346
54 H 2.9772 2.0801 -2.9609
55 H 1.4404 -0.1287 -1.3747
56 H 1.2923 -1.6047 -2.3501
57 H -0.0833 -1.7607 -0.3036
58 H -0.9434 -0.2804 -0.7450

natural (NBO) atomic charge list, values in e, 4 entries: atom 1 (O): -0.633, atom 2 (C): 0.646, atom 3 (C): -0.263, atom 4 (C): -0.151

***

# C8H9Cl2F7O10S3

A 2-piece molecular cluster, C8H9Cl2F7O10S3 overall in a non-equilibrium geometry (ωB97M-V/def2-TZVPD, the OMol25 dataset).

Properties
* gap between HOMO and LUMO: 1.934 eV
* energy relative to the best compared isomer or geometry (same formula, charge and spin): 0.0000 eV
* E_HOMO: -7.0 eV
* maximum force: 9.2 eV/A

Positions of all 39 atoms, in Å:
1 O -2.3176 5.5382 0.4075
2 C -1.9145 4.6013 1.1192
3 Cl -2.9633 3.8301 2.3901
4 C -0.3895 4.1052 0.9111
5 S -0.2278 2.2390 0.9931
6 C 0.3065 1.7358 -0.7122
7 C -0.7345 0.7303 -1.4493
8 C -1.0375 -0.5943 -0.5921
9 S -1.3208 -2.1190 -1.6359
10 O -2.7462 -2.1854 -2.1086
11 O -1.0444 -3.3281 -0.7572
12 O -0.1865 -2.1562 -2.8865
13 S 1.3607 1.9447 2.3963
14 O 2.6228 2.4109 1.7355
15 O 1.0413 2.8845 3.5463
16 C 1.4189 0.1988 3.0616
17 F 0.3064 -0.5104 2.5362
18 F 1.1883 0.2902 4.4694
19 C 2.8235 -0.5572 2.8810
20 F 3.9545 0.2303 3.2059
21 F 2.8177 -1.6273 3.8369
22 C 3.0286 -1.2602 1.4499
23 F 2.0918 -2.3033 1.2008
24 F 4.3011 -1.9099 1.5018
25 F 3.0993 -0.3570 0.3672
26 H -0.0981 4.4315 -0.1478
27 H 0.2785 4.6288 1.6852
28 H 1.3239 1.1825 -0.6964
29 H 0.4267 2.6322 -1.4326
30 H -1.6728 1.3266 -1.7458
31 H -0.2201 0.4422 -2.4422
32 H -1.9348 -0.3634 0.0865
33 H -0.0935 -0.8142 0.0309
34 H 0.6756 -1.8997 -2.4838
35 O -2.8375 -3.3201 -4.6483
36 Cl -2.8333 -4.6796 -4.1451
37 O -1.5733 -4.9439 -3.4780
38 O -2.9994 -5.6047 -5.2457
39 O -3.9208 -4.8491 -3.2048

natural (NBO) atomic charge list, values in e, 4 entries: atom 1 (O): -0.434, atom 2 (C): 0.514, atom 3 (Cl): 0.017, atom 4 (C): -0.619

***

Q: Among the records above, which one has the lowest maximum force?
A: C24H29N3O2

***

Please write out number 2 again, unchanged.
# C24H29N3O2

One molecule with the formula C24H29N3O2 (ωB97M-V/def2-TZVPD, the OMol25 dataset).

Properties
* gap between HOMO and LUMO: 8.904 eV
* energy relative to the best compared isomer or geometry (same formula, charge and spin): 0.8121 eV
* E_HOMO: -9.0 eV
* maximum force: 0.6 eV/A

Positions of all 58 atoms, in Å:
1 O -2.7847 0.4153 0.8543
2 C -2.2224 -0.2725 1.6904
3 C -0.8572 0.0758 2.1459
4 C 0.0683 -0.7810 2.5831
5 C 1.4500 -0.4262 2.8680
6 C 2.0969 0.6500 2.2567
7 C 3.4132 0.9188 2.5820
8 C 4.0493 0.0998 3.5047
9 N 3.4549 -0.9296 4.0845
10 C 2.2008 -1.1845 3.7722
11 N -2.7805 -1.3873 2.2145
12 C -3.9784 -1.9770 1.6657
13 C -3.6965 -3.3003 0.9380
14 C -2.5121 -3.2275 -0.0290
15 C -2.7273 -2.2514 -1.1850
16 C -1.4508 -1.9607 -1.9847
17 C -1.8057 -1.1496 -3.2366
18 C -0.5550 -0.7099 -3.9990
19 N 0.3114 0.0414 -3.1167
20 C 0.3571 1.3907 -3.2013
21 O -0.1073 2.0098 -4.1402
22 C 1.0356 2.0971 -2.0626
23 C 0.2722 2.5291 -0.9837
24 C 0.8637 3.2565 0.0349
25 C 2.2162 3.5539 -0.0153
26 C 2.9775 3.1255 -1.0897
27 C 2.3891 2.4045 -2.1148
28 C 0.7535 -0.7241 -1.9789
29 C -0.4465 -1.1660 -1.1429
30 H -0.6015 1.1103 1.9655
31 H -0.1758 -1.8221 2.7620
32 H 1.5846 1.2493 1.5186
33 H 3.9373 1.7398 2.1182
34 H 5.0802 0.2643 3.7881
35 H 1.7589 -2.0352 4.2770
36 H -2.2752 -1.9200 2.9034
37 H -4.3959 -1.2392 0.9789
38 H -4.7013 -2.1516 2.4692
39 H -4.5998 -3.5894 0.3990
40 H -3.4888 -4.0759 1.6803
41 H -2.3290 -4.2269 -0.4309
42 H -1.6242 -2.9365 0.5341
43 H -3.0989 -1.3012 -0.8024
44 H -3.4863 -2.6594 -1.8566
45 H -0.9882 -2.9067 -2.2925
46 H -2.4440 -1.7389 -3.8968
47 H -2.3598 -0.2586 -2.9344
48 H -0.8205 -0.0616 -4.8356
49 H -0.0075 -1.5811 -4.3748
50 H -0.7834 2.3023 -0.9456
51 H 0.2651 3.6012 0.8664
52 H 2.6733 4.1250 0.7800
53 H 4.0309 3.3607 -1.1346
54 H 2.9772 2.0801 -2.9609
55 H 1.4404 -0.1287 -1.3747
56 H 1.2923 -1.6047 -2.3501
57 H -0.0833 -1.7607 -0.3036
58 H -0.9434 -0.2804 -0.7450

natural (NBO) atomic charge list, values in e, 4 entries: atom 1 (O): -0.633, atom 2 (C): 0.646, atom 3 (C): -0.263, atom 4 (C): -0.151

***

Q: What is the formula in the first record?
A: C19H35BMgNO2P